The following is a quantum chemistry calculation of a 2-piece molecular cluster, C3H6N overall at a distorted geometry, from the Open Molecules 2025 dataset.

The geometry in XYZ format:
```
10
Properties=species:S:1:pos:R:3:nbo_charge:R:1
C -0.212 -0.922 -1.414 0.097
C 0.940 -1.449 -0.975 0.098
C -0.724 1.107 1.442 -0.294
N 0.595 -0.185 -0.490 -0.439
H -1.175 -0.837 -1.719 0.266
H 1.773 -2.045 -0.687 0.288
H -1.271 1.281 0.550 0.175
H -1.089 0.504 2.227 0.196
H -0.006 1.812 1.732 0.183
H 1.169 0.733 -0.667 0.431
```

Calculated values
HOMO-LUMO gap (alpha / beta) = 0.2446 / 0.3613 Eh
Energy above the lowest of the compared OMol25 structures with the same formula, charge and spin = 550.0 kJ/mol
E_HOMO (alpha / beta) = -13.477 / -14.797 eV
E = -4684.41594 eV
Total charge = +1